# 1
Here is a structure of composition C32H35F6N4O8PSZr from the Open Molecules 2025 dataset. Energies are from ωB97M-V/def2-TZVPD.

Its total charge is +1. The strongest force on any atom comes out at 0.71 eV/Å. The spin multiplicity is 2. The calculation puts the total energy at -3447.38615 Eh. The calculation puts the energy above the lowest of the compared OMol25 structures with the same formula, charge and spin at 7.1 kcal per mole.

Each line ends with the Mulliken charge.
Cartesian coordinates (Å):
N (-0.656, 2.702, 2.138)  0.329
C (-1.361, -4.375, 2.472)  -1.145
H (-3.086, -3.926, 0.637)  0.626
C (2.150, -1.086, 4.099)  -0.725
H (-3.901, 2.216, -1.604)  0.635
C (-0.393, -4.480, -2.513)  -1.251
C (-1.348, 3.843, 2.066)  0.825
C (0.879, 1.237, 3.382)  0.740
H (2.605, -2.025, 4.373)  0.541
H (0.539, 3.058, 5.260)  0.603
H (-2.686, -2.215, 0.371)  -0.002
H (-2.073, -5.163, 2.271)  0.516
N (0.492, 0.080, 2.808)  0.301
N (-0.439, -2.280, 1.801)  1.367
C (-0.532, -4.431, 3.570)  -0.856
H (4.508, -0.132, -1.989)  0.482
C (0.302, -3.353, 3.814)  -1.184
C (-0.723, 4.483, 4.281)  -0.837
O (-3.293, 3.041, -4.969)  -0.505
C (-0.840, 2.839, -2.952)  -1.027
O (-3.748, 0.911, 0.586)  -0.685
H (-2.238, -3.308, -2.441)  0.509
H (1.944, -2.789, -2.698)  0.022
C (-3.052, 3.525, -3.892)  0.024
C (2.004, 1.285, 4.200)  -0.623
C (2.898, -2.296, -2.564)  -1.493
H (-0.330, 3.383, -3.735)  0.562
F (3.596, 1.463, 0.978)  -0.368
H (0.503, -4.556, -3.124)  0.366
P (2.782, 2.714, 0.440)  1.492
C (-2.225, 2.861, -2.833)  0.536
H (-1.442, 4.005, -0.060)  -0.031
C (0.314, -2.304, 2.913)  0.443
H (-0.566, -5.269, 4.252)  0.452
C (-1.308, -3.281, 1.610)  0.922
C (4.271, -0.777, -1.141)  -1.829
C (-1.904, -0.766, -3.479)  0.091
C (-2.101, 4.128, 0.802)  -0.872
F (1.724, 3.752, -0.125)  -0.375
C (1.043, -1.062, 3.269)  1.008
C (0.045, 2.469, 3.247)  0.518
C (2.680, 0.121, 4.513)  -1.585
H (0.897, -3.306, 4.713)  0.499
O (1.851, -0.398, -1.429)  -0.171
H (-2.839, -1.130, -3.047)  0.491
C (-1.288, -3.343, -2.976)  -0.777
C (-2.277, -3.218, 0.473)  -0.802
H (-0.092, -4.368, -1.471)  0.263
C (2.906, -1.423, -1.331)  1.841
N (-0.710, 1.352, -1.098)  1.069
H (2.358, 2.239, 4.558)  0.687
C (-2.029, 1.453, -0.936)  0.844
O (-1.756, -0.092, 0.815)  -0.465
C (-1.881, -0.816, -5.000)  -1.415
H (-0.766, 5.159, 5.125)  0.437
H (0.960, 2.032, -2.115)  0.110
F (2.449, 3.161, 1.918)  -0.270
C (0.015, 3.315, 4.352)  -1.342
H (3.586, 0.156, 5.102)  0.433
O (-0.652, -1.467, -1.246)  0.388
H (3.656, -3.069, -2.448)  0.372
H (-1.736, 0.247, -3.136)  -0.229
H (-2.124, -1.802, -5.392)  0.380
H (2.300, 0.453, -1.553)  0.081
C (-2.604, 0.719, 0.257)  -0.351
F (1.285, 1.583, 0.573)  0.196
O (2.887, -3.345, 0.119)  -0.651
H (-2.948, 3.448, 0.711)  0.183
H (5.017, -1.570, -1.100)  0.495
H (3.123, -1.704, -3.451)  0.440
C (-0.118, 2.070, -2.057)  -0.774
S (-0.550, -1.713, -2.763)  0.479
H (-1.773, -3.479, -0.452)  -0.361
H (-2.485, 5.146, 0.799)  0.511
C (-2.834, 2.192, -1.785)  -0.601
F (4.029, 3.637, 0.272)  -0.290
C (-1.396, 4.761, 3.112)  -1.038
C (2.561, -2.204, -0.061)  -0.258
F (2.918, 2.116, -1.073)  -0.423
H (-1.972, 5.669, 3.001)  0.478
Zr (0.269, -0.286, 0.387)  0.534
H (-1.505, -3.412, -4.043)  0.518
H (4.322, -0.199, -0.224)  0.315
O (1.907, -1.452, 0.805)  -0.284
H (-0.937, -5.420, -2.606)  0.393
H (-0.909, -0.515, -5.392)  0.349
H (-2.625, -0.117, -5.381)  0.438
O (-3.527, 4.696, -3.561)  -0.239



# 2
Here is a structure of composition C26H32AlN4O2Si2 from the Open Molecules 2025 dataset. Energies are from ωB97M-V/def2-TZVPD.

Its total charge is -1. The strongest force on any atom comes out at 4.52 eV/Å. The calculation puts the total energy at -2201.20819 Eh.

Each line ends with the natural charge from an NBO analysis.
Cartesian coordinates (Å):
H (-3.454, -5.500, 2.510)  0.202
C (-0.515, 2.061, -3.342)  -0.336
H (1.864, -2.158, 3.009)  0.193
C (-2.181, -2.947, 0.687)  -0.055
H (-5.484, -4.932, 1.199)  0.202
C (-4.566, -4.406, 1.043)  -0.208
C (-4.512, -3.396, 0.124)  -0.214
H (0.087, 4.347, 1.021)  0.257
C (-0.274, 1.398, 3.142)  -1.131
H (-3.243, -1.915, -0.846)  0.243
Al (0.383, 0.076, 0.154)  2.002
H (6.388, 1.412, 1.250)  0.208
H (4.368, -1.848, 3.080)  0.200
O (-0.936, -1.147, -0.267)  -0.783
Si (1.131, -0.761, -2.900)  1.856
H (1.434, -2.399, -1.161)  0.234
C (-0.274, 1.508, -2.099)  0.242
C (-1.932, 3.861, -2.444)  -0.279
H (-3.519, 1.972, 1.175)  0.252
N (-0.797, 1.558, 0.266)  -1.300
C (-0.668, 4.119, 1.842)  -1.141
H (-0.204, 2.127, 3.969)  0.225
H (-3.115, 1.008, 2.642)  0.236
H (2.288, 1.115, -3.922)  0.254
H (-0.934, 0.547, 3.492)  0.226
C (2.156, -1.775, -1.756)  -1.149
H (4.103, 2.256, 0.411)  0.225
H (2.876, -1.267, -1.149)  0.246
H (-1.438, 4.871, 1.815)  0.225
H (6.437, -0.500, 2.771)  0.202
C (-0.230, -1.756, -3.686)  -1.153
H (2.644, -2.553, -2.434)  0.224
H (0.137, -2.472, -4.458)  0.218
C (3.102, -0.591, 1.950)  -0.198
C (-3.312, -2.706, -0.073)  -0.188
H (-5.451, -3.114, -0.342)  0.209
H (-1.502, 3.560, -4.485)  0.181
C (4.212, 1.316, 0.975)  -0.268
C (-1.765, 3.361, -1.148)  -0.310
C (2.272, 0.033, -4.106)  -1.155
C (-1.061, -2.062, 0.643)  0.548
O (1.925, 0.905, 0.555)  -0.840
C (3.055, 0.552, 1.134)  0.389
H (3.271, -0.344, -4.077)  0.227
N (-0.159, -2.218, 1.611)  -0.421
C (5.437, 0.905, 1.429)  -0.186
H (-2.025, 3.869, -0.271)  0.185
H (-2.477, 4.745, -2.595)  0.186
C (4.343, -0.945, 2.540)  -0.171
N (0.772, -1.290, 1.500)  -0.421
Si (-1.227, 2.314, 1.782)  1.851
H (-0.145, 4.287, 2.777)  0.222
H (-0.841, -2.283, -2.925)  0.246
H (-1.356, -4.396, 2.128)  0.232
C (-2.241, -4.027, 1.597)  -0.175
C (-2.983, 1.992, 2.135)  -1.167
H (0.718, 1.046, 2.768)  0.241
H (-3.418, 2.776, 2.750)  0.223
C (-1.372, 3.151, -3.518)  -0.250
C (1.869, -1.335, 2.298)  0.139
C (5.494, -0.235, 2.267)  -0.278
C (-0.991, 2.127, -0.962)  0.165
H (1.889, -0.079, -5.125)  0.222
N (0.475, 0.443, -1.834)  -1.261
C (-3.420, -4.704, 1.795)  -0.232
H (-0.098, 1.564, -4.192)  0.184
H (-1.008, -1.118, -4.118)  0.248



# 3
Here is an isolated molecule of C10H15N3O3S2 from the Open Molecules 2025 dataset. Energies are from ωB97M-V/def2-TZVPD.

As for the SMILES: CCOC(=O)CCSCC(=O)Nc1nnc(C)s1. Its total charge is 0. The strongest force on any atom comes out at 1.76 eV/Å. The calculation puts the total energy at -1576.43409 Eh. The calculation puts the energy above the lowest of the compared OMol25 structures with the same formula, charge and spin at 1.0 kcal per mole.

Each line ends with the natural charge from an NBO analysis.
Cartesian coordinates (Å):
C (0.668, -2.162, 0.734)  -0.668
C (1.751, 0.783, -4.198)  -0.659
H (-0.076, 1.520, -0.700)  0.216
O (-0.217, 1.901, 2.020)  -0.505
H (-0.697, 3.726, 1.330)  0.192
S (1.152, -0.852, -1.950)  0.278
H (-0.366, 0.439, 4.150)  0.244
S (0.987, -2.579, 2.473)  0.228
C (-0.249, -1.554, 3.334)  -0.536
O (-1.299, 0.092, 1.257)  -0.624
H (1.262, 1.314, -5.010)  0.249
C (0.726, 0.105, -3.381)  0.065
H (2.316, 1.488, -3.590)  0.228
C (-0.586, -1.120, -1.794)  0.242
C (0.033, 2.535, -0.328)  -0.636
H (-1.802, 2.418, 0.802)  0.200
H (1.120, 0.127, 3.264)  0.245
N (-1.189, -1.893, -0.853)  -0.624
C (0.044, -0.061, 3.268)  -0.533
C (-0.572, 0.617, 2.062)  0.812
H (1.346, -2.793, 0.156)  0.261
N (-0.533, 0.133, -3.595)  -0.246
H (1.087, 2.742, -0.156)  0.209
H (-1.226, -1.788, 2.913)  0.257
C (-0.756, 2.701, 0.962)  -0.076
C (-0.762, -2.440, 0.339)  0.705
H (-2.188, -1.997, -1.010)  0.435
H (-0.348, 3.221, -1.079)  0.223
H (0.929, -1.117, 0.572)  0.238
H (-0.206, -1.908, 4.362)  0.235
H (2.449, 0.055, -4.610)  0.230
O (-1.528, -3.108, 0.985)  -0.574
N (-1.268, -0.545, -2.728)  -0.313



# 4
Here is an isolated molecule of C4H4FN from the Open Molecules 2025 dataset. Energies are from ωB97M-V/def2-TZVPD.

As for the SMILES: F/N=C/C1C=C1. Its total charge is 0. The strongest force on any atom comes out at 2.94 eV/Å. The calculation puts the total energy at -309.24067 Eh. The calculation puts the energy above the lowest of the compared OMol25 structures with the same formula, charge and spin at 113.7 kcal per mole.

Each line ends with the natural charge from an NBO analysis.
Cartesian coordinates (Å):
N (0.659, -1.998, 0.342)  -0.007
H (-0.559, 1.644, 1.660)  0.248
C (-0.763, 1.329, -0.692)  -0.164
F (2.012, -2.579, 0.445)  -0.290
C (0.645, -0.810, -0.156)  0.043
H (-0.620, 1.883, -1.578)  0.233
C (-0.590, -0.032, -0.058)  -0.322
C (-0.739, 1.305, 0.624)  -0.146
H (-1.511, -0.613, 0.080)  0.204
H (1.466, -0.128, -0.668)  0.201